(1)
C35H34Br2GeN5O3Pb | ωB97M-V/def2-TZVPD

As for the total charge: -1. The HOMO-LUMO gap (alpha / beta) comes out at 0.178 / 0.177 Eh. The HOMO energy (alpha / beta) is -3.90 / -3.90 eV. The calculation puts the energy above the lowest of the compared OMol25 structures with the same formula, charge and spin at 1.231 eV. The calculation puts the LUMO energy (alpha / beta) at 0.93 / 0.93 eV.

Positions of all 81 atoms, in Å:
Pb (-0.1365, 1.7148, 0.5799)
O (1.1644, -3.5223, 2.4897)
C (1.5494, -3.5060, 1.2204)
C (1.8032, -4.8012, 0.6656)
C (1.9633, -4.8812, -0.7332)
C (1.9302, -3.7357, -1.5812)
C (1.8009, -2.4630, -1.0248)
C (1.6599, -2.3635, 0.3904)
C (1.3560, -0.9942, 1.0225)
O (1.0417, -0.1823, 0.0318)
N (0.3014, -1.1692, 2.1292)
N (0.0930, 0.0998, 2.6065)
C (-0.1227, 0.1344, 3.9080)
C (-0.2074, 1.4176, 4.5284)
Br (-0.9687, 2.9278, 3.5742)
C (0.2313, 1.6528, 5.7921)
C (1.3282, 1.0561, 6.5408)
C (1.4921, 1.3834, 7.9066)
C (2.4526, 0.7742, 8.7220)
C (3.3443, -0.1004, 8.0573)
C (3.1524, -0.5153, 6.7525)
C (2.1304, 0.0537, 5.9711)
H (0.7709, -2.5694, 2.6900)
H (1.9080, -5.5976, 1.3712)
H (2.2726, -5.8335, -1.1750)
H (1.8849, -3.9234, -2.6482)
H (1.9002, -1.5069, -1.6030)
H (2.2530, -0.7075, 1.6474)
H (-0.5532, -1.4921, 1.6275)
H (-0.0747, -0.7839, 4.4596)
H (-0.1248, 2.5024, 6.3409)
H (0.7906, 2.1684, 8.2155)
H (2.4471, 0.9778, 9.8339)
H (4.1388, -0.6444, 8.6108)
H (3.8619, -1.1566, 6.3227)
H (2.0829, -0.1787, 4.9285)
Br (-1.5626, -7.1881, -6.8010)
C (-2.1998, -5.4414, -6.7258)
C (-3.4818, -5.2214, -6.2148)
C (-3.8148, -3.9815, -5.7152)
C (-3.0499, -2.8391, -6.0770)
C (-1.9851, -3.0280, -7.0254)
C (-1.5968, -4.3297, -7.3990)
N (-3.1086, -1.6986, -5.4069)
N (-3.8894, -1.7236, -4.3376)
C (-3.5115, -1.1058, -3.1891)
C (-4.0141, -1.6284, -1.9591)
C (-3.4241, -1.3786, -0.7465)
C (-2.3547, -0.4362, -0.6945)
O (-1.7967, -0.2299, 0.4273)
C (-2.0237, 0.3952, -1.8710)
N (-1.4036, 1.5811, -1.6970)
C (-1.0893, 2.3517, -2.7666)
C (-1.5457, 2.0556, -4.0359)
C (-2.3799, 0.9740, -4.1922)
C (-2.6543, 0.0980, -3.1014)
H (-4.2336, -6.0467, -6.1896)
H (-4.5025, -3.7958, -4.8559)
H (-1.6280, -2.1220, -7.5053)
H (-0.8074, -4.4278, -8.1755)
H (-4.7495, -2.4507, -2.0960)
H (-3.7967, -1.7657, 0.1823)
H (-0.4781, 3.2324, -2.6312)
H (-1.2913, 2.6744, -4.8829)
H (-2.7147, 0.6134, -5.1510)
C (-0.3516, 5.7719, -0.5353)
Ge (1.5311, 4.9278, 0.0937)
C (1.7475, 5.2432, 2.0391)
C (2.8903, 5.9734, -0.9746)
C (1.5320, 3.0474, -0.3351)
H (-1.0554, 5.4940, 0.2737)
H (-0.7126, 5.3451, -1.4538)
H (-0.3682, 6.8757, -0.6833)
H (0.8028, 5.6848, 2.4751)
H (2.6129, 5.9996, 2.0661)
H (2.1493, 4.3574, 2.5056)
H (2.4271, 6.7155, -1.6400)
H (3.5702, 5.3739, -1.6090)
H (3.5589, 6.5062, -0.2667)
H (2.3506, 2.5629, 0.1619)
H (1.4854, 2.7501, -1.4548)

(2)
C24H59F4Mn2NO10P2 | ωB97M-V/def2-TZVPD

Its spin multiplicity is 11. As for the total charge: +2. The HOMO-LUMO gap (alpha / beta) comes out at 0.199 / 0.165 Eh. The HOMO energy (alpha / beta) is -11.52 / -11.52 eV. The calculation puts the energy above the lowest of the compared OMol25 structures with the same formula, charge and spin at 0.000 eV. The calculation puts the LUMO energy (alpha / beta) at -6.10 / -7.02 eV.

Positions of all 102 atoms, in Å:
Mn (-2.4676, 6.4471, 13.9855)
Mn (-3.1937, 1.4524, 15.8754)
O (-3.7573, 5.7718, 15.4048)
P (-4.0108, 4.7803, 16.4849)
O (-3.9168, 3.3331, 16.1733)
F (-5.3182, 5.0634, 17.1795)
F (-2.9991, 5.1314, 17.5748)
O (-1.7629, 2.1647, 14.5833)
P (-1.0187, 3.2546, 13.9262)
O (-1.5495, 4.6267, 14.0314)
F (-0.8498, 2.8543, 12.4499)
F (0.4326, 3.3192, 14.4093)
C (-3.3703, -2.8943, 15.6982)
C (-2.8833, -1.6903, 16.4829)
C (-1.6383, -1.9790, 17.3064)
O (-2.6182, -0.5483, 15.6015)
H (-4.3776, -2.7195, 15.3179)
H (-3.4047, -3.7633, 16.3496)
H (-2.7263, -3.0950, 14.8384)
H (-3.7024, -1.3828, 17.1378)
H (-1.7723, -2.9411, 17.8004)
H (-1.4075, -1.2119, 18.0399)
H (-0.8055, -2.1559, 16.6179)
H (-1.8914, -0.7611, 15.0024)
C (4.3207, 0.0063, 15.4064)
C (2.8628, 0.4284, 15.3777)
C (2.3654, 0.7163, 16.7894)
O (2.7541, 1.5970, 14.5808)
H (4.8044, -0.0186, 14.4337)
H (4.4080, -0.9955, 15.8413)
H (4.9022, 0.5987, 16.1183)
H (2.3233, -0.4486, 14.9920)
H (2.8989, 1.5468, 17.2556)
H (2.4364, -0.1560, 17.4368)
H (1.3208, 1.0569, 16.7073)
H (1.9455, 2.0560, 14.8210)
C (-6.0003, -0.0844, 13.0658)
C (-4.5781, 0.4174, 13.1367)
C (-4.1670, 1.0410, 11.8134)
O (-4.4425, 1.4301, 14.1912)
H (-6.0062, -0.9724, 12.4360)
H (-6.7663, 0.6575, 12.8404)
H (-6.3312, -0.4657, 14.0421)
H (-3.9338, -0.4233, 13.3752)
H (-4.6062, 2.0288, 11.6609)
H (-4.5105, 0.4037, 10.9969)
H (-3.0852, 1.1054, 11.6777)
H (-5.0963, 2.1007, 13.9624)
C (1.5168, 3.8711, 19.3826)
C (0.9867, 5.0367, 18.5314)
C (1.7596, 5.1477, 17.2304)
O (-0.3936, 4.7688, 18.2040)
H (1.0781, 3.9139, 20.3783)
H (2.6035, 3.9603, 19.4438)
H (1.3129, 2.8754, 18.9725)
H (1.0859, 5.8649, 19.2313)
H (1.8538, 4.1578, 16.7782)
H (2.7611, 5.5544, 17.3772)
H (1.2259, 5.7960, 16.5318)
H (-0.4678, 3.8120, 18.1505)
C (1.0603, 6.2620, 12.0111)
C (0.5733, 7.0946, 13.1515)
C (1.1453, 8.5043, 13.2126)
O (-0.8973, 7.3453, 12.8401)
H (2.0882, 5.9278, 12.1709)
H (1.0417, 6.8157, 11.0705)
H (0.5099, 5.3322, 11.8826)
H (0.5914, 6.6630, 14.1493)
H (2.2329, 8.4214, 13.2821)
H (0.7104, 9.0223, 14.0605)
H (1.0096, 9.0300, 12.2656)
H (-0.8754, 7.6846, 11.9380)
C (3.4727, 1.6321, 10.9662)
C (2.9366, 1.9234, 9.5707)
C (2.9392, 0.5862, 8.8239)
C (2.1430, 0.5444, 7.5145)
C (0.7055, 0.9524, 7.8366)
C (0.6309, 2.3319, 8.4937)
N (1.5276, 2.2835, 9.6592)
O (1.2703, 3.2864, 10.6242)
C (0.9870, 3.4164, 7.4767)
C (-0.8023, 2.5279, 8.9668)
C (3.8487, 2.9674, 8.8860)
H (4.4854, 1.2386, 10.8788)
H (2.8296, 0.9743, 11.5539)
H (3.5483, 2.5262, 11.5929)
H (3.9708, 0.2671, 8.6551)
H (2.4592, -0.1654, 9.4592)
H (2.2080, -0.4483, 7.0757)
H (2.5529, 1.2762, 6.8127)
H (0.2412, 0.1910, 8.4703)
H (0.1170, 0.9667, 6.9131)
H (0.9207, 4.4113, 7.9347)
H (2.0516, 3.4306, 7.2595)
H (0.4325, 3.3301, 6.5458)
H (-1.4617, 2.5923, 8.0980)
H (-1.1645, 1.6608, 9.5313)
H (-0.9797, 3.4180, 9.5726)
H (3.8910, 2.7310, 7.8217)
H (4.8670, 2.9592, 9.2665)
H (3.4071, 3.9595, 8.9709)
H (0.4941, 2.9796, 11.0970)

(3)
H22O11 | ωB97M-V/def2-TZVPD

The HOMO-LUMO gap comes out at 0.395 Eh. The HOMO energy is -11.13 eV. The calculation puts the energy above the lowest of the compared OMol25 structures with the same formula, charge and spin at 3.369 eV. The calculation puts the LUMO energy at -0.38 eV. Its structure (SMILES) is O.O.O.O.O.O.O.O.O.O.O.

Positions of all 33 atoms, in Å:
O (-0.3308, -1.3488, -0.2160)
H (-1.2701, -1.1524, -0.1255)
H (0.0271, -0.5781, -0.6709)
O (4.3509, -2.5801, -1.7707)
H (3.4869, -2.6185, -2.1961)
H (4.4125, -1.6746, -1.4462)
O (-5.3357, -0.2479, -1.6111)
H (-4.9326, 0.5976, -1.3838)
H (-5.8958, -0.4518, -0.8537)
O (2.4488, 0.7892, -0.9982)
H (3.3400, 0.4989, -0.7733)
H (2.4194, 1.7063, -0.7031)
O (-3.3298, -3.5835, -1.0225)
H (-2.8618, -2.7487, -0.9084)
H (-2.8361, -4.2057, -0.4765)
O (3.4598, -0.5823, 1.4908)
H (4.1242, -1.0645, 1.9958)
H (3.8297, 0.3032, 1.4020)
O (-0.2783, 3.9658, 1.7535)
H (0.2611, 3.2151, 1.4803)
H (-0.0461, 4.0966, 2.6797)
O (-0.2944, 0.7754, 2.8791)
H (0.0556, 1.6521, 2.6844)
H (0.4524, 0.3054, 3.2668)
O (1.5721, 1.6747, -3.0292)
H (0.6392, 1.8920, -2.9222)
H (1.6353, 1.3520, -3.9352)
O (-0.8530, -3.5535, 2.7268)
H (-0.2256, -3.0080, 2.2391)
H (-1.6605, -3.0275, 2.7397)
O (-2.1053, 3.4275, -0.4420)
H (-1.6361, 3.5480, -1.2753)
H (-2.6229, 2.6259, -0.5782)

(4)
CH5N3O | ωB97M-V/def2-TZVPD

Its spin multiplicity is 3. The HOMO-LUMO gap (alpha / beta) comes out at 0.284 / 0.337 Eh. The HOMO energy (alpha / beta) is -6.68 / -9.71 eV. The calculation puts the energy above the lowest of the compared OMol25 structures with the same formula, charge and spin at 2.680 eV. The calculation puts the LUMO energy (alpha / beta) at 1.04 / -0.53 eV.

Positions of all 10 atoms, in Å:
C (1.8139, -0.1013, 0.2697)
N (-2.6310, -0.1906, -0.1296)
N (-1.6419, -0.6969, 0.2632)
N (-0.1978, 0.4408, -0.5926)
O (0.7402, 0.7465, 0.3200)
H (2.5961, 0.2618, 0.9758)
H (2.4348, -0.0975, -0.7757)
H (1.4277, -1.1207, 0.1804)
H (-3.6178, -0.4075, 0.1676)
H (-0.9243, 1.1653, -0.6787)